*one*
Molecular formula: C2H3FS2
Method: DFT, ωB97M-V/def2-TZVPD

Positions of all 8 atoms, in Å:
C  1.339  -0.628  0.942
C  0.787  -0.495  -0.097
F  -3.000  1.512  0.510
S  -2.278  -1.465  -0.007
S  -3.057  0.176  -0.636
H  1.898  -0.886  1.877
H  -1.742  0.723  -1.220
H  0.248  -0.417  -1.070

As for the HOMO-LUMO gap: 8.346 eV. As for the LUMO energy: -0.0357 hartree.

Taken from the Löwdin analysis, the atomic charges in e are:
1. C -0.03
2. C -0.10
3. F -0.52
4. S 0.13
5. S 0.46
6. H 0.05
7. H -0.01
8. H 0.02


*two*
Molecular formula: C2H3FS2
Method: DFT, ωB97M-V/def2-TZVPD

Positions of all 8 atoms, in Å:
C  -1.781  -0.004  -0.269
C  -0.703  0.108  0.485
F  -2.950  0.732  -0.100
S  1.949  0.717  -0.174
S  0.725  -0.849  0.114
H  -1.808  -0.721  -1.078
H  -0.650  0.804  1.294
H  1.496  1.512  0.961

As for the HOMO-LUMO gap: 9.189 eV. As for the LUMO energy: 0.0159 hartree. Its SMILES is F/C=C/SS.

Taken from the Löwdin analysis, the atomic charges in e are:
1. C -0.19
2. C -0.55
3. F -0.02
4. S 0.27
5. S 0.42
6. H 0.11
7. H 0.06
8. H -0.10


The structure with the greatest stability is *two*.


*one*
Molecular formula: C3H6S2
Method: DFT, ωB97M-V/def2-TZVPD

Positions of all 11 atoms, in Å:
C  -0.687  -0.044  0.608
C  0.768  -0.056  0.172
C  1.022  -0.529  -1.154
S  -1.763  1.598  0.710
S  1.904  0.581  1.067
H  -1.330  -0.718  -0.050
H  -0.696  -0.322  1.701
H  2.047  -0.180  -1.622
H  0.163  -0.211  -1.785
H  0.997  -1.582  -1.384
H  -2.425  1.462  1.736

As for the HOMO-LUMO gap: 8.293 eV. As for the LUMO energy: -0.0183 hartree. Its SMILES is CC(=S)CS.

Taken from the Löwdin analysis, the atomic charges in e are:
1. C -0.49
2. C -0.96
3. C -0.18
4. S 0.68
5. S 0.78
6. H 0.08
7. H 0.07
8. H 0.12
9. H 0.09
10. H 0.08
11. H -0.27


*two*
Molecular formula: C3H6S2
Method: DFT, ωB97M-V/def2-TZVPD

Positions of all 11 atoms, in Å:
C  1.973  -0.748  0.324
C  -0.679  0.019  0.073
C  -1.746  0.924  -0.519
H  1.957  -0.531  1.373
H  1.676  -1.774  0.178
H  2.954  -0.609  -0.080
H  -1.831  1.817  0.105
H  -1.488  1.220  -1.572
H  -2.693  0.402  -0.528
S  0.884  0.353  -0.594
S  -1.007  -1.074  1.241

As for the HOMO-LUMO gap: 8.660 eV. As for the LUMO energy: 0.0027 hartree. Its SMILES is CSC(C)=S.

Taken from the Löwdin analysis, the atomic charges in e are:
1. C -0.42
2. C -1.19
3. C -0.21
4. H 0.03
5. H 0.03
6. H 0.02
7. H 0.08
8. H 0.08
9. H 0.06
10. S 0.86
11. S 0.66


The structure with the greatest stability is *two*.


*one*
Molecular formula: C3H6S2
Method: DFT, ωB97M-V/def2-TZVPD

Positions of all 11 atoms, in Å:
C  0.600  1.289  -0.235
C  0.763  -0.142  0.027
C  -0.458  -0.760  0.666
H  0.766  1.857  0.744
H  -0.412  1.566  -0.647
H  1.351  1.604  -0.941
H  -0.894  -0.257  1.587
H  -0.218  -1.864  0.868
H  -1.574  -1.561  -1.377
S  2.042  -1.075  -0.314
S  -1.966  -0.655  -0.377

As for the HOMO-LUMO gap: 8.486 eV. As for the LUMO energy: -0.0124 hartree. Its SMILES is CC(=S)CS.

Taken from the Löwdin analysis, the atomic charges in e are:
1. C -0.16
2. C -0.94
3. C -0.62
4. H 0.12
5. H 0.07
6. H 0.06
7. H 0.09
8. H 0.08
9. H -0.10
10. S 0.74
11. S 0.67


*two*
Molecular formula: C3H6S2
Method: DFT, ωB97M-V/def2-TZVPD

Positions of all 11 atoms, in Å:
C  0.909  0.063  -0.358
C  -0.522  -0.139  -0.144
C  -0.873  -0.411  1.247
S  1.312  1.534  -1.404
S  -1.578  -0.258  -1.442
H  1.378  0.274  0.709
H  1.419  -0.752  -0.779
H  -0.530  -1.544  1.390
H  -2.034  -0.453  1.448
H  -0.423  0.318  1.937
H  0.943  1.368  -2.604

As for the HOMO-LUMO gap (spin up / spin down): 8.305 / 8.304 eV. As for the LUMO energy (spin up / spin down): -0.0181 / -0.0181 hartree. Its SMILES is CC(=S)CS.

Taken from the Löwdin analysis, the atomic charges in e are:
1. C -0.59
2. C -0.92
3. C -0.16
4. S 0.70
5. S 0.67
6. H 0.12
7. H 0.05
8. H 0.14
9. H 0.11
10. H 0.08
11. H -0.21


The structure with the greatest stability is *one*.


*one*
Molecular formula: C7H6
Method: DFT, ωB97M-V/def2-TZVPD

Positions of all 13 atoms, in Å:
C  -0.653  1.305  -0.356
C  0.688  1.488  -0.117
C  -1.259  0.072  0.296
C  1.619  0.614  0.390
C  -0.273  -1.102  0.276
C  0.715  -1.173  -0.922
C  1.226  -0.647  0.137
H  -1.173  2.072  -0.972
H  -1.635  0.335  1.344
H  -2.204  -0.167  -0.299
H  2.357  0.765  1.128
H  -0.294  -1.926  0.988
H  0.888  -1.636  -1.893

As for the HOMO-LUMO gap (spin up / spin down): 7.872 / 7.869 eV. As for the LUMO energy (spin up / spin down): -0.0083 / -0.0083 hartree. Its SMILES is C1=CC[C@H]2C=C2C=1.

Taken from the Löwdin analysis, the atomic charges in e are:
1. C -0.12
2. C 0.03
3. C -0.18
4. C -0.08
5. C -0.15
6. C 0.06
7. C -0.22
8. H 0.10
9. H 0.13
10. H 0.13
11. H 0.09
12. H 0.11
13. H 0.11


*two*
Molecular formula: C7H6
Method: DFT, ωB97M-V/def2-TZVPD

Positions of all 13 atoms, in Å:
C  2.571  0.028  -0.069
C  1.420  0.596  -0.398
C  0.315  -0.014  -1.266
C  2.783  -1.084  0.461
C  0.377  1.042  0.612
C  -0.501  0.098  -0.226
C  -1.751  -0.622  0.211
H  0.213  -0.440  -2.220
H  0.675  0.641  1.591
H  0.043  2.084  0.440
H  -2.633  -0.173  -0.279
H  -1.829  -0.599  1.377
H  -1.684  -1.558  -0.237

As for the HOMO-LUMO gap: 8.892 eV. As for the LUMO energy: -0.0164 hartree.

Taken from the Löwdin analysis, the atomic charges in e are:
1. C -0.24
2. C -0.18
3. C 0.06
4. C 0.07
5. C -0.05
6. C -0.26
7. C -0.02
8. H 0.10
9. H 0.12
10. H 0.13
11. H 0.09
12. H 0.13
13. H 0.05


The structure with the greatest stability is *one*.


*one*
Molecular formula: C3H6O2S2
Method: DFT, ωB97M-V/def2-TZVPD

Positions of all 13 atoms, in Å:
C  0.224  1.157  1.259
C  -0.085  -0.033  0.450
C  0.607  -0.219  -0.972
O  -1.316  -0.669  0.631
O  -0.073  0.539  -1.890
S  1.121  -0.374  1.807
S  0.659  -2.057  -1.521
H  0.851  1.925  0.661
H  -0.539  1.692  1.871
H  1.721  -0.051  -1.019
H  -1.606  -0.163  1.335
H  -1.010  0.545  -1.680
H  -0.554  -2.294  -0.934

As for the HOMO-LUMO gap: 9.623 eV. As for the LUMO energy: 0.0167 hartree. Its SMILES is O[C@H](S)[C@]1(O)CS1.

Taken from the Löwdin analysis, the atomic charges in e are:
1. C -0.36
2. C -0.81
3. C -0.65
4. O -0.01
5. O -0.06
6. S 0.85
7. S 0.71
8. H 0.12
9. H 0.10
10. H 0.11
11. H 0.05
12. H 0.10
13. H -0.13


*two*
Molecular formula: C3H6O2S2
Method: DFT, ωB97M-V/def2-TZVPD

Positions of all 13 atoms, in Å:
C  -0.402  -0.888  0.719
C  -0.033  -2.643  -0.800
C  0.491  3.091  0.344
O  -0.537  -1.769  1.608
O  -0.119  -1.150  -0.545
S  -1.590  0.585  0.263
S  0.032  1.579  -0.651
H  0.576  -3.064  0.031
H  0.276  -2.762  -1.807
H  -1.009  -2.890  -0.704
H  0.064  3.948  0.024
H  1.583  2.987  0.101
H  0.669  2.976  1.417

As for the HOMO-LUMO gap: 8.818 eV. As for the LUMO energy: -0.0025 hartree. Its SMILES is COC(=O)SSC.

Taken from the Löwdin analysis, the atomic charges in e are:
1. C -0.73
2. C 0.05
3. C -0.41
4. O 0.01
5. O -0.28
6. S 0.56
7. S 0.49
8. H 0.11
9. H 0.09
10. H 0.06
11. H -0.02
12. H 0.03
13. H 0.05


The structure with the greatest stability is *one*.


*one*
Molecular formula: C2H3BrO2
Method: DFT, ωB97M-V/def2-TZVPD

Positions of all 8 atoms, in Å:
C  -0.024  -0.757  -0.798
C  -0.073  -0.009  0.290
O  -0.218  2.464  0.885
O  0.004  0.688  1.232
Br  0.228  -3.444  -0.559
H  -1.023  -0.663  -1.363
H  0.935  -1.065  -1.439
H  0.170  2.787  1.751

As for the HOMO-LUMO gap (spin up / spin down): 5.185 / 5.178 eV. As for the LUMO energy (spin up / spin down): -0.1311 / -0.1313 hartree.

Taken from the Löwdin analysis, the atomic charges in e are:
1. C -0.12
2. C -0.16
3. O -0.11
4. O 0.15
5. Br -0.06
6. H 0.13
7. H 0.11
8. H 0.06


*two*
Molecular formula: C2H3BrO2
Method: DFT, ωB97M-V/def2-TZVPD

Positions of all 8 atoms, in Å:
C  2.625  0.572  0.078
C  0.213  -0.150  0.047
O  2.360  1.712  0.051
O  1.548  -0.561  0.135
Br  4.263  -0.270  0.061
H  -0.298  -0.410  0.977
H  -0.246  -0.692  -0.785
H  0.132  0.925  -0.126

As for the HOMO-LUMO gap: 11.472 eV. As for the LUMO energy: 0.0210 hartree. Its SMILES is COC(=O)Br.

Taken from the Löwdin analysis, the atomic charges in e are:
1. C -0.87
2. C -0.13
3. O 0.08
4. O -0.21
5. Br 0.87
6. H 0.09
7. H 0.09
8. H 0.08


The structure with the greatest stability is *two*.


*one*
Molecular formula: C4H6FN2
Method: DFT, ωB97M-V/def2-TZVPD

Positions of all 13 atoms, in Å:
C  -2.185  -0.749  0.166
C  -2.334  0.486  -0.012
C  1.533  0.949  0.359
C  -0.682  1.628  -0.538
N  -1.961  -1.956  -0.210
N  0.500  1.537  -0.350
F  -3.136  1.506  0.240
H  2.006  -0.041  -0.200
H  1.331  0.536  1.422
H  2.196  1.824  0.559
H  -2.332  -2.348  -1.070
H  -1.837  -2.731  0.416
H  -1.223  2.425  -0.950

As for the HOMO-LUMO gap: 8.478 eV. As for the LUMO energy: -0.1948 hartree. As for the net charge: +1.

Taken from the Löwdin analysis, the atomic charges in e are:
1. C -0.01
2. C -0.11
3. C -0.10
4. C 0.12
5. N 0.18
6. N 0.03
7. F 0.11
8. H 0.17
9. H 0.12
10. H 0.11
11. H 0.15
12. H 0.14
13. H 0.11


*two*
Molecular formula: C4H6FN2
Method: DFT, ωB97M-V/def2-TZVPD

Positions of all 13 atoms, in Å:
C  -0.588  1.617  0.241
C  -2.190  -0.003  -0.028
C  0.354  0.656  -0.419
C  0.052  -0.724  0.246
N  -1.817  1.245  0.170
N  -1.338  -1.001  0.106
F  -3.472  -0.326  -0.173
H  -0.499  2.596  0.841
H  -0.002  0.333  -1.482
H  1.464  0.757  -0.458
H  0.526  -1.567  -0.203
H  0.484  -0.646  1.215
H  -1.807  -1.852  0.462

As for the HOMO-LUMO gap: 9.931 eV. As for the LUMO energy: -0.2218 hartree. Its SMILES is FC1=[NH+]CCC=N1. As for the net charge: +1.

Taken from the Löwdin analysis, the atomic charges in e are:
1. C 0.02
2. C -0.31
3. C -0.09
4. C -0.14
5. N 0.19
6. N 0.15
7. F 0.20
8. H 0.18
9. H 0.17
10. H 0.14
11. H 0.14
12. H 0.13
13. H 0.21


The structure with the greatest stability is *two*.


*one*
Molecular formula: C10H17BCl2F4O2Zr
Method: DFT, ωB97M-V/def2-TZVPD

Positions of all 37 atoms, in Å:
C  -1.134  1.650  -0.610
C  -0.187  2.454  0.074
C  -0.017  1.914  1.384
C  0.528  3.617  -0.471
C  -0.919  0.818  1.522
C  -1.618  0.672  0.292
C  -2.660  -0.332  -0.006
C  -1.501  1.791  -2.034
C  0.972  2.363  2.368
C  -1.085  -0.002  2.731
Zr  0.656  -2.387  -1.028
Cl  2.090  0.152  -0.562
Cl  0.560  -1.544  -3.340
O  0.367  -2.367  0.935
H  0.583  3.556  -1.565
H  1.546  3.674  -0.071
H  0.013  4.555  -0.214
H  1.961  2.469  1.898
H  1.061  1.638  3.184
H  0.699  3.337  2.803
H  -0.122  -0.143  3.234
H  -1.485  -0.990  2.480
H  -1.775  0.474  3.447
H  -2.738  -1.065  0.801
H  -2.430  -0.883  -0.927
H  -3.646  0.147  -0.129
H  -0.604  1.973  -2.639
H  -2.199  2.625  -2.191
H  -1.969  0.872  -2.404
H  -0.243  -2.972  1.393
O  -1.178  -2.817  -1.291
H  -1.671  -2.906  -2.128
F  2.125  -3.738  -1.407
B  3.912  -4.605  -1.383
F  4.104  -4.524  -0.046
F  3.461  -5.762  -1.916
F  4.539  -3.712  -2.181

As for the HOMO-LUMO gap: 3.970 eV. As for the LUMO energy: 0.1730 hartree. As for the net charge: -2.

Taken from the Löwdin analysis, the atomic charges in e are:
1. C -0.29
2. C -0.32
3. C -0.31
4. C -0.10
5. C -0.28
6. C -0.28
7. C -0.10
8. C -0.10
9. C -0.11
10. C -0.11
11. Zr 1.37
12. Cl -0.28
13. Cl -0.20
14. O -0.46
15. H 0.06
16. H 0.05
17. H 0.06
18. H 0.05
19. H 0.05
20. H 0.06
21. H 0.06
22. H 0.04
23. H 0.06
24. H 0.05
25. H 0.03
26. H 0.06
27. H 0.06
28. H 0.05
29. H 0.05
30. H 0.00
31. O -0.50
32. H 0.01
33. F -0.42
34. B -0.92
35. F 0.20
36. F 0.19
37. F 0.20


*two*
Molecular formula: C10H17BCl2F4O2Zr
Method: DFT, ωB97M-V/def2-TZVPD

Positions of all 37 atoms, in Å:
C  0.797  -1.884  -0.090
C  2.060  -1.243  -0.105
C  2.038  -0.254  -1.128
C  3.179  -1.519  0.807
C  0.758  -0.291  -1.741
C  0.005  -1.326  -1.127
C  -1.347  -1.774  -1.504
C  0.403  -2.953  0.842
C  3.132  0.670  -1.442
C  0.322  0.575  -2.852
Zr  -2.692  1.066  1.147
Cl  2.261  1.454  1.788
Cl  -1.166  -0.154  2.430
O  -1.566  1.519  -0.379
H  2.820  -2.030  1.709
H  3.647  -0.576  1.132
H  3.935  -2.156  0.323
H  3.469  1.175  -0.520
H  2.801  1.443  -2.144
H  3.980  0.130  -1.895
H  0.709  1.593  -2.712
H  -0.771  0.618  -2.925
H  0.703  0.207  -3.820
H  -1.730  -1.209  -2.363
H  -2.058  -1.649  -0.673
H  -1.349  -2.840  -1.793
H  0.767  -2.722  1.854
H  0.829  -3.924  0.540
H  -0.686  -3.067  0.882
H  -1.783  2.071  -1.150
O  -3.908  -0.272  0.676
H  -4.358  -1.135  0.682
F  -3.377  2.548  2.313
B  -2.976  4.420  3.283
F  -2.440  4.966  2.170
F  -4.251  4.696  3.615
F  -2.156  3.826  4.170

As for the HOMO-LUMO gap: 2.807 eV. As for the LUMO energy: 0.1481 hartree. As for the net charge: -2.

Taken from the Löwdin analysis, the atomic charges in e are:
1. C -0.29
2. C -0.30
3. C -0.29
4. C -0.14
5. C -0.28
6. C -0.29
7. C -0.11
8. C -0.13
9. C -0.12
10. C -0.12
11. Zr 1.44
12. Cl -0.54
13. Cl 0.04
14. O -0.40
15. H 0.05
16. H -0.01
17. H 0.05
18. H 0.00
19. H 0.05
20. H 0.05
21. H 0.06
22. H 0.04
23. H 0.06
24. H 0.05
25. H 0.03
26. H 0.06
27. H 0.05
28. H 0.06
29. H 0.05
30. H 0.02
31. O -0.46
32. H 0.04
33. F -0.46
34. B -0.87
35. F 0.21
36. F 0.21
37. F 0.22


The structure with the greatest stability is *one*.